Record 1
The following is a DFT calculation (wB97M-V/def2-TZVPD) of a structure of composition C29H46BrN3P2Pb in a non-equilibrium geometry.

Results
electronic energy: -129114.67060 eV
LUMO energy (spin up / spin down): -15.31 / -15.58 eV
charge: +4

Last column: Mulliken charge in e.
Geometry (Å):
N: 3.6858 3.1013 -2.7621  -0.282
C: 4.1268 2.4112 -1.7050  -0.608
C: 4.1036 1.0084 -1.6594  -0.225
C: 3.6513 0.2844 -2.8008  0.525
C: 3.0769 1.0404 -3.8553  -0.062
C: 3.1627 2.4454 -3.8038  -0.606
C: 3.6285 -1.1697 -2.7818  -0.380
Pb: -0.4874 -0.7444 0.0255  0.814
P: -2.2538 -1.7208 1.8580  0.562
C: 2.7005 -1.9512 -3.4348  -0.549
C: 1.8037 -2.8252 -2.6993  0.767
C: 0.5054 -3.0773 -3.2063  -0.789
C: -0.5004 -3.5911 -2.3836  -0.408
C: -0.1301 -4.0342 -1.1180  0.525
C: 1.1360 -3.8178 -0.5620  -0.600
C: 2.1199 -3.2695 -1.3917  -0.601
Br: -1.2683 -5.3772 -0.2746  0.119
H: 4.4025 -1.6415 -2.1605  0.734
H: 2.5592 -1.8783 -4.5184  0.669
H: 4.3852 0.5169 -0.7319  0.481
H: 2.5627 0.5468 -4.6819  0.444
H: 4.5241 3.0043 -0.8707  0.411
H: 2.7858 3.0446 -4.6423  0.431
H: 0.2829 -2.8306 -4.2440  0.478
H: 3.1411 -3.1856 -1.0338  0.452
H: -1.5289 -3.6879 -2.7362  0.523
H: 1.3480 -4.1118 0.4634  0.536
P: -1.5325 1.9012 -0.9795  0.465
C: -1.1607 -2.8631 2.7992  -0.154
C: -1.5867 -4.2969 3.1013  -1.089
H: -0.9642 -2.3391 3.7500  0.537
H: -0.1969 -2.8875 2.2552  -0.092
H: -0.8096 -4.7537 3.7292  0.422
H: -2.5382 -4.3678 3.6420  0.303
H: -1.6422 -4.9113 2.1940  0.036
C: -3.2373 -2.6295 0.5821  0.482
C: -4.4896 -3.4250 0.9446  -1.407
H: -2.5263 -3.2958 0.0511  -0.670
H: -3.5301 -1.8372 -0.1384  0.450
H: -4.7540 -4.0401 0.0736  0.437
H: -4.3560 -4.0990 1.8016  0.285
H: -5.3477 -2.7659 1.1335  0.366
C: -3.4872 -0.9342 2.9553  -0.504
C: -3.9428 -1.7347 4.1736  -1.292
H: -4.3546 -0.6976 2.3175  0.456
H: -3.0415 0.0282 3.2665  0.400
H: -4.6612 -1.1290 4.7358  0.410
H: -4.4551 -2.6600 3.8888  0.291
H: -3.1226 -1.9785 4.8570  0.343
C: -2.1461 3.3245 0.0420  -0.786
C: -2.8578 2.8820 1.3192  -1.195
H: -2.8150 3.9273 -0.5952  0.582
H: -1.2900 3.9693 0.2909  0.405
H: -3.2763 3.7586 1.8306  0.455
H: -3.6884 2.1974 1.1051  0.292
H: -2.1685 2.3907 2.0208  0.165
C: -3.0425 1.3464 -1.8514  -0.616
C: -2.7972 0.2792 -2.9170  -1.045
H: -3.5154 2.2346 -2.2906  0.524
H: -3.7342 0.9732 -1.0859  0.353
H: -3.7466 0.0164 -3.4040  0.432
H: -2.1194 0.6384 -3.7028  0.318
H: -2.3793 -0.6574 -2.5111  0.085
C: -0.6299 2.7693 -2.3419  -0.607
C: 0.4829 3.6935 -1.8422  -1.144
H: -1.3588 3.3199 -2.9640  0.509
H: -0.1981 1.9811 -2.9822  0.272
H: 0.9707 4.1892 -2.6929  0.374
H: 0.0970 4.4759 -1.1761  0.332
H: 1.2621 3.1247 -1.3145  0.180
C: 3.6171 0.3059 3.9141  -0.838
N: 2.5696 0.6750 2.9731  0.105
C: 2.1290 1.9757 2.7137  -0.920
C: 1.1257 1.8595 1.8018  -0.630
N: 0.9517 0.5119 1.4737  0.428
C: 1.8436 -0.1776 2.2157  -0.323
H: 4.5543 0.8409 3.7141  0.354
H: 3.3422 0.5190 4.9556  0.355
H: 3.8059 -0.7684 3.8361  0.296
H: 2.5561 2.8445 3.1974  0.471
H: 0.5004 2.6229 1.3689  0.522
H: 1.9967 -1.2563 2.2449  0.465

---

Record 2
The following is a DFT calculation (wB97M-V/def2-TZVPD) of the molecule C7H7N3 in a non-equilibrium geometry.

Results
electronic energy: -11841.44919 eV
LUMO energy: 0.91 eV
SMILES: Nc1ccc2cn[nH]c2c1

Last column: Mulliken charge in e.
Geometry (Å):
N: -2.5791 -0.5097 -1.8393  -0.573
C: -1.5013 -0.4847 -0.9673  0.707
C: -0.7154 -1.6850 -0.7360  -0.641
C: 0.4761 -1.6111 0.1613  -0.545
C: 0.8425 -0.4204 0.6130  0.895
C: 1.9254 0.0288 1.5361  -0.585
N: 1.9894 1.3371 1.4620  -0.805
N: 1.0279 1.7795 0.5549  0.169
C: 0.2145 0.7765 0.1569  0.169
C: -0.9611 0.7367 -0.6111  -0.788
H: -3.2597 -1.3135 -1.7121  0.260
H: -3.0831 0.4007 -1.9121  0.227
H: -1.0674 -2.5994 -1.1870  0.322
H: 1.0016 -2.4717 0.6123  0.320
H: 2.4542 -0.5827 2.2325  0.441
H: 0.8359 2.6984 0.2933  0.179
H: -1.6322 1.5756 -0.4882  0.249

---

Record 3
The following is a DFT calculation (wB97M-V/def2-TZVPD) of the ion C3H10N2O with charge +1 in a non-equilibrium geometry.

Results
electronic energy: -8290.28238 eV
expectation value of S²: 0.755
LUMO energy (spin up / spin down): -3.38 / -8.32 eV
2S+1: 2
charge: +1

Last column: Mulliken charge in e.
Geometry (Å):
C: 0.2882 -0.2508 -0.8098  -0.505
N: 0.9786 0.2826 0.3556  0.016
C: 1.2991 1.6298 0.4601  -0.289
O: 0.2061 2.6037 0.1130  -0.393
C: -0.9145 -1.3909 -0.5602  -0.508
N: -1.5970 -1.1883 0.6964  -0.492
H: 0.9300 -0.8007 -1.4533  0.332
H: -0.2451 0.4901 -1.3464  0.375
H: 1.6088 -0.3115 0.8318  0.325
H: 1.5454 1.9309 1.4479  0.329
H: 2.2740 1.7931 0.0175  0.388
H: -0.4229 1.8850 0.0763  0.297
H: -1.7081 -1.2401 -1.2753  0.341
H: -0.6000 -2.4341 -0.8578  0.318
H: -1.0668 -1.4691 1.5768  0.215
H: -2.5759 -1.5297 0.7274  0.251

---

Summary of relative energy (zero: lowest compared OMol25 entry of this formula, charge and spin) in kJ/mol
0.0 102.5 322.9
(order as listed above)